C17H22F6N4O5S6W as an isolated structure at a distorted geometry. Source: OMol25; level of theory: ωB97M-V with the def2-TZVPD basis set.

```
61
Properties=species:S:1:pos:R:3:forces:R:3:mulliken_charge:R:1
H 0.417213 -3.364610 3.145858 -0.14 -0.02 0.00 0.526
C 0.282844 -0.078653 3.842552 0.30 -0.16 -0.11 -0.918
H 0.600731 -1.647514 -2.457561 -0.01 0.00 0.08 0.745
C 1.664506 -1.593581 -2.654122 -0.22 -0.02 -0.06 -0.238
F -2.992592 4.165740 -0.863457 0.05 -0.05 -0.12 -0.199
H 2.828289 1.747071 -4.247688 0.02 -0.03 0.02 0.251
H -3.330475 0.581883 2.175944 -0.01 -0.10 0.06 0.649
C -3.496989 -0.384540 -4.522254 -0.12 0.02 -0.20 0.556
C 2.191060 -1.593972 -3.927063 0.14 0.00 -0.05 -0.869
H -3.243930 -1.880418 1.363223 -0.05 0.02 -0.04 0.723
C -0.605774 -3.073863 1.280954 -0.10 0.36 -0.16 -0.922
C -3.779211 3.103308 -1.011370 -0.01 -0.15 0.02 0.362
C 2.869693 1.180555 2.123472 0.41 0.07 0.68 0.493
C -0.320844 1.234657 3.375276 0.05 -0.02 -0.47 -0.791
W 0.534366 -0.005380 0.278421 3.10 -0.79 1.77 0.654
H -2.163689 -0.477806 2.986349 0.00 0.07 0.00 0.459
H -1.021916 -2.338046 3.267915 0.01 -0.01 0.00 0.392
F -4.132635 0.762913 -4.710683 0.00 0.02 0.08 -0.227
F -4.258202 -1.374556 -4.966299 -0.02 -0.05 0.10 -0.208
H 0.239282 -3.503661 0.739907 -0.11 -0.05 -0.06 0.347
S 2.408111 1.606813 0.576911 -1.17 -0.37 -0.55 -0.320
H -0.427875 -0.689364 4.394586 0.02 0.02 0.02 0.627
S -3.088325 -0.656575 -2.704417 0.56 -0.71 -0.38 1.004
C 4.375780 -1.399238 -2.981401 -0.09 -0.03 -0.14 -0.668
H 2.612262 3.250624 -3.337852 0.06 0.02 0.00 0.362
N 3.174699 0.902347 3.202491 -0.01 0.01 0.00 -0.481
H 5.448331 -1.326287 -3.072410 0.04 0.01 0.05 0.452
N -3.752589 0.549756 -1.925882 0.05 0.32 0.09 -0.632
C -0.170157 -2.596121 2.642324 0.21 0.30 -0.02 -0.713
H 0.320548 1.586811 -4.554387 -0.07 0.06 0.04 0.275
O -3.660945 -1.913116 -2.348836 -0.56 0.10 0.10 -0.668
H 0.444261 2.007954 3.306957 -0.02 0.00 0.01 0.399
H 1.142921 0.121923 4.479675 -0.11 0.04 0.08 0.529
S -2.739451 1.761689 -1.783180 0.33 0.16 1.10 1.262
N 0.639374 0.906810 -1.552014 -0.19 0.38 -1.12 -0.124
C 0.655624 1.500683 -2.535004 0.23 -0.35 0.52 0.828
H 4.364176 -1.326726 -0.806964 -0.06 0.00 0.02 0.479
H 0.107475 3.100320 -3.692402 -0.02 -0.09 0.01 0.346
O -2.210178 2.256060 -3.015953 0.09 0.39 -0.26 -0.663
C -2.670757 -1.045355 0.959140 0.25 0.08 -0.29 -0.697
C 2.191864 2.621432 -4.119394 -0.07 -0.03 0.11 -1.267
S -1.214672 -1.771041 0.129832 -0.29 -0.59 -0.04 0.106
C 3.564209 -1.496805 -4.103991 -0.06 0.04 0.21 -0.324
H 1.516998 -1.672437 -4.767206 -0.04 -0.02 0.01 0.536
N 2.473648 -1.490436 -1.587154 0.23 -0.13 -0.92 0.460
H 3.999082 -1.492430 -5.092136 -0.01 -0.02 -0.06 0.457
C 0.752123 2.222059 -3.775543 -0.05 0.26 -0.58 -0.456
C 3.805751 -1.400857 -1.728803 0.11 0.08 0.27 -0.230
H -1.083040 1.566299 4.081212 0.01 0.10 -0.05 0.480
C -2.421719 -0.006402 2.040912 0.10 0.25 -0.12 -0.947
H -1.399098 -3.816372 1.359444 0.04 -0.07 -0.06 0.644
O 1.969576 -1.512117 -0.352803 -1.41 0.88 0.55 -0.663
H -3.229273 -0.619900 0.127489 -0.08 0.01 0.03 0.217
F -2.371463 -0.369261 -5.243323 0.02 0.01 0.16 -0.215
O -1.770399 1.549875 -0.700007 -0.95 0.11 -0.75 -0.866
F -4.158790 2.695698 0.202014 -0.12 -0.10 0.03 -0.206
F -4.843865 3.442142 -1.710936 0.04 -0.16 -0.15 -0.189
S -1.097128 1.243145 1.708288 -0.18 -0.04 0.95 0.105
O -1.643753 -0.586814 -2.646460 0.20 -0.01 -0.27 -0.483
S 0.944072 -1.133621 2.496361 -0.33 -0.03 -0.12 0.046
H 2.188340 3.181379 -5.050599 0.01 0.02 -0.03 0.407
```
Forces are in eV/Å.

Values from the calculation:
total charge	+1
2S+1	2
calculated total energy	-117317.603	eV
ΔE to the lowest compared entry with this formula, charge and spin	116.67	kJ/mol
strongest force on any atom	0.0711	hartree/bohr
LUMO (spin up / spin down)	-4.508 / -4.209	eV
⟨S²⟩	0.76
molecular weight	852.6	g mol⁻¹

=====

A 3-piece molecular cluster, C3H12N2 overall at a distorted geometry. Source: OMol25; level of theory: ωB97M-V with the def2-TZVPD basis set.

```
17
Properties=species:S:1:pos:R:3:forces:R:3:mulliken_charge:R:1
H 0.125076 -0.022628 0.794317 4.31 -0.58 1.36 0.409
C 2.101762 -1.220708 -0.017323 -0.45 -0.02 -0.13 -0.836
N -0.925135 0.398124 -0.171237 -0.13 0.87 -0.95 -0.364
H -1.643087 -0.221850 -1.955513 -0.16 -0.09 0.11 0.250
H 2.292412 0.427763 1.348056 -0.57 0.53 -0.18 0.234
H -2.260358 -1.022232 -0.646367 0.19 0.14 0.05 0.243
H 1.387701 -0.879698 1.996048 0.15 -0.21 0.01 0.268
H -2.793512 1.234311 0.342269 0.12 -0.01 0.17 0.308
C 1.529168 -0.308674 1.072697 -2.38 -0.37 0.26 -0.884
H 2.383484 -0.649551 -0.905946 -0.04 0.01 -0.06 0.245
H 0.015947 0.741064 -0.497937 -1.57 -0.62 -0.22 0.375
H -1.349694 2.237097 0.708328 -0.11 0.05 0.06 0.338
H -1.956719 2.076984 -0.961636 -0.04 0.13 0.03 0.315
H 2.990507 -1.791750 0.272791 -0.08 0.10 0.15 0.338
H 1.330584 -1.932204 -0.324830 0.17 -0.08 -0.11 0.263
C -1.813232 1.559697 -0.006837 0.16 -0.30 -0.43 -0.923
N -1.414905 -0.625745 -1.046879 0.40 0.45 -0.12 -0.581
```
Forces are in eV/Å.

Values from the calculation:
total charge	0
calculated total energy	-6282.504	eV
ΔE to the lowest compared entry with this formula, charge and spin	298.19	kJ/mol
strongest force on any atom	0.0886	hartree/bohr
LUMO	0.820	eV
molecular weight	76.1	g mol⁻¹

=====

Q: The lowest molecular weight belongs to which entry?
A: C3H12N2

=====

Q: Among the records above, which one has the lowest molecular weight?
A: C3H12N2

=====

Q: What is the formula in the second record?
A: C3H12N2